Record 1
The following is a DFT calculation (ωB97M-V/def2-TZVPD) of 3 unconnected molecules or ions with the total composition C23H41BrCl2F7NO4PS2.

Results
Highest occupied orbital energy (eV): -12.382
Total charge: +1
M (g mol⁻¹): 774.49
Frontier orbital gap (Ha): 0.33249

XYZ file:
```
82
Properties=species:S:1:pos:R:3:forces:R:3
H 4.73050 6.37536 -4.26115 -0.002 0.005 -0.010
H -7.37014 -3.38623 -0.38082 0.087 -0.055 0.011
H -6.35179 -4.76604 -0.82492 -0.027 0.062 0.013
H -4.83088 -3.13372 -2.04122 0.019 0.076 0.055
H -5.24958 1.77198 -0.09580 -0.141 -0.028 -0.068
H 1.00764 3.73071 -1.90276 -0.022 0.059 0.010
H -2.11923 1.12118 2.93319 -0.050 0.138 0.027
H 2.75986 -0.10553 3.07185 -0.001 0.008 -0.004
H 3.47306 4.35600 -6.39570 0.007 -0.003 0.000
C 2.89893 -0.76753 3.92658 0.004 -0.041 -0.037
N -3.60498 -0.41742 0.45246 -0.364 -0.155 -0.421
C -6.62921 -3.74508 -1.09453 0.053 -0.021 -0.077
H 1.96974 -2.45083 2.97866 0.017 -0.039 -0.020
F -6.62162 -0.99531 2.53522 -0.170 0.108 0.125
C 5.63231 -3.22879 4.61090 0.011 -0.050 0.014
C -2.11107 0.29633 0.74971 0.474 0.266 0.453
C -4.95494 1.14987 -0.92823 -0.173 0.627 0.129
Br -1.58651 1.40513 -2.90686 -0.024 0.123 -0.166
C -1.05979 -0.25225 -0.28035 0.307 -0.047 -0.676
H 6.49438 -3.06461 5.26174 0.008 0.012 -0.011
C 2.69147 3.71762 -3.27840 -0.009 -0.017 0.055
C -3.32419 -1.93187 0.24933 0.175 -0.191 0.290
F -6.72701 0.84011 1.43061 -0.028 -0.028 -0.081
H -2.93697 -2.37377 -1.87122 0.038 0.050 -0.036
C 5.76303 -4.59576 3.94660 0.012 0.048 -0.015
C -5.40326 -2.83231 -1.15794 -0.066 -0.037 -0.279
H 6.69726 -4.67335 3.38968 0.005 -0.009 0.007
C -4.57697 -0.19943 1.66650 -0.137 0.024 -0.291
F -4.19912 -1.03172 2.60608 0.289 0.016 0.263
H -2.77664 -2.24620 1.14140 0.050 0.188 -0.050
H 5.75335 -5.39259 4.69300 -0.021 -0.010 -0.003
H 4.94847 -4.78522 3.24536 -0.004 -0.005 0.002
H 2.08233 -0.58302 4.62996 0.025 0.010 0.037
H 2.96523 2.68453 -3.03539 -0.012 -0.001 -0.007
H 3.82985 -0.47931 4.41605 0.001 -0.017 0.014
H 3.70531 -2.39562 2.76295 0.005 -0.005 0.002
H -5.31647 1.41669 -1.91292 0.075 0.050 0.032
H 1.56694 5.33480 -2.34764 -0.001 0.005 0.003
O -0.15414 -2.18253 1.36756 0.120 0.111 0.029
F -1.64308 -3.24444 -0.65574 -0.059 -0.055 -0.096
C 1.90020 4.32183 -2.12155 0.043 -0.066 -0.063
H 2.05432 3.65681 -4.16481 0.013 -0.004 -0.014
H 5.67785 -2.44563 3.84864 -0.003 0.016 0.009
C -4.15330 0.12509 -0.82002 0.159 -0.554 -0.027
Cl -2.28964 2.04296 0.46752 -0.510 -0.151 0.241
H -3.79376 -0.41334 -1.68060 -0.084 0.004 0.054
H 2.50508 4.36223 -1.21270 -0.005 0.028 0.006
H 3.34850 6.51187 -3.20605 0.006 -0.006 0.008
H 2.21903 -3.06749 5.34944 -0.008 0.010 -0.007
C 3.05702 -3.20894 4.65897 0.014 -0.039 0.001
H 4.62201 4.47920 -2.72219 -0.007 -0.008 0.007
H 1.84421 5.72458 -5.03476 -0.006 0.009 0.017
H 4.36390 5.82935 -6.77901 0.014 -0.018 0.006
O 1.33888 -0.23400 0.89478 -0.075 -0.120 -0.172
P -0.14070 1.30834 -1.24571 -0.006 -0.279 0.449
S -1.48527 0.05549 2.43650 -0.382 -0.118 -0.108
C -4.45676 -2.97025 0.04756 0.136 -0.232 -0.103
H -7.09789 -3.78133 -2.07892 0.010 0.033 0.056
C 3.75467 5.93349 -4.04043 -0.014 0.001 0.016
H 2.96180 -4.22960 4.27903 0.012 -0.003 0.007
C 2.84534 6.10684 -5.25625 0.040 0.004 -0.035
C 2.90872 -2.23196 3.49420 -0.063 0.103 0.038
H -5.72290 -1.80466 -1.31953 0.129 -0.256 -0.122
C 3.97268 4.48374 -3.60318 0.021 0.008 -0.014
F -6.51338 -1.02874 0.37888 -0.260 0.236 0.262
C -6.17456 -0.36634 1.47108 0.301 0.084 -0.008
S 0.34296 -1.16849 0.50431 -0.055 -0.070 -0.013
C 3.37943 5.43642 -6.51809 -0.048 0.007 0.020
F -4.42225 1.04643 2.09839 0.334 0.205 -0.001
Cl -5.26216 -3.40422 1.57770 -0.049 -0.221 -0.020
C -2.38925 -2.13846 -0.96077 -0.038 -0.247 0.161
H 2.72291 7.17602 -5.44419 -0.018 0.000 -0.002
O -1.58353 -1.07277 -1.27959 -0.162 0.398 0.029
H 2.71640 5.61177 -7.36567 0.008 0.007 -0.007
H 4.36632 -3.82804 6.23924 0.008 -0.003 0.000
F 0.84651 -1.89422 -0.77285 0.011 0.076 0.222
H 4.51882 3.94382 -4.38038 -0.002 0.009 -0.008
H -3.85707 -3.86581 -0.14587 -0.016 0.097 0.041
C 4.36207 -3.07449 5.44595 -0.005 0.017 0.003
H 1.89174 0.75930 -1.69082 -0.063 -0.063 -0.073
O 1.01323 0.47983 -1.99565 0.161 -0.070 -0.073
H 4.38570 -2.10644 5.95361 -0.010 0.001 0.000
```
Forces are in eV/Å.

Record 2
The following is a DFT calculation (ωB97M-V/def2-TZVPD) of a molecular structure, CH5S2 at a distorted geometry.

Results
Highest occupied orbital energy (eV): -2.963
Total charge: -1
M (g mol⁻¹): 81.19
Frontier orbital gap (Ha): 0.25514
Energy above the lowest of the compared OMol25 structures with the same formula, charge and spin (eV): 0.747

XYZ file:
```
8
Properties=species:S:1:pos:R:3:forces:R:3
H 2.16345 2.58150 0.44513 -0.817 -1.783 0.925
H -1.60544 -1.76431 -0.65470 -0.568 -1.142 -1.260
H -1.60451 -0.82517 0.78319 1.199 0.126 -1.428
C -0.97406 -1.09898 -0.15567 0.924 2.410 2.113
S 1.58955 1.37954 1.02237 1.414 1.997 -0.829
H 0.88981 0.93512 -0.39128 -0.775 -0.400 0.608
S -0.41800 0.35233 -1.25824 -0.823 -1.050 0.036
H -0.04080 -1.56003 0.20920 -0.555 -0.158 -0.166
```
Forces are in eV/Å.

Record 3
The following is a DFT calculation (ωB97M-V/def2-TZVPD) of a molecular structure, C24H33KN3O6.

Results
Highest occupied orbital energy (eV): -10.232
Total charge: +1
M (g mol⁻¹): 498.64
Frontier orbital gap (Ha): 0.30146
Energy above the lowest of the compared OMol25 structures with the same formula, charge and spin (eV): 0.469

XYZ file:
```
67
Properties=species:S:1:pos:R:3:forces:R:3
H 3.34934 2.74303 -2.06778 -0.012 0.024 -0.020
N 0.09194 -1.35858 0.05744 -0.043 0.079 -0.130
H -3.98486 -7.08122 -6.69029 0.001 0.000 0.000
C -3.72728 -6.18636 -6.13976 0.004 -0.002 0.004
C -2.49392 2.21067 2.27154 -0.024 -0.094 0.192
C 0.85031 0.44753 5.16674 0.169 -0.001 -0.250
C -0.86915 -0.79830 -0.68632 -0.044 -0.054 -0.006
C -0.08057 1.62135 4.97156 0.062 -0.092 0.026
H 1.96166 4.20825 -0.59447 0.012 -0.009 0.013
C -1.78324 2.45225 3.58317 -0.062 -0.099 -0.002
H -1.26667 -5.46911 -2.75875 0.007 0.001 -0.006
O -1.55733 2.30512 1.21771 0.258 0.111 -0.149
C 3.12751 0.18399 4.32574 -0.051 -0.169 0.037
H 1.22383 3.94845 -2.19253 0.000 0.012 0.010
H 4.97951 1.10830 3.83249 0.033 0.050 0.079
H -2.42911 -7.22576 -4.77425 0.000 -0.001 -0.002
C -4.28719 -4.95776 -6.53289 -0.002 0.004 -0.003
H 3.62681 2.25078 4.01567 -0.011 0.009 0.049
O 0.36030 2.89771 -0.63342 0.121 -0.118 -0.092
C -3.99464 -3.78776 -5.86690 0.000 -0.001 -0.001
H -4.96234 -4.93754 -7.37773 0.000 -0.001 0.000
N -1.76043 -4.80297 -3.32451 -0.010 0.008 0.008
C -2.56797 -5.09166 -4.40550 0.004 0.004 -0.004
H -0.22014 4.51109 0.51094 -0.021 0.012 0.019
O -0.79397 1.44757 3.76188 -0.171 0.112 -0.060
C 4.24506 1.74207 0.00523 -0.088 -0.150 0.011
H -3.29605 2.94287 2.15066 0.001 0.010 0.039
H -0.77561 1.67165 5.81892 0.015 -0.003 0.004
O 1.75120 0.36435 4.05731 -0.526 0.172 0.214
C -2.85863 -6.27855 -5.07233 -0.004 0.000 0.001
C 3.91143 1.26166 3.63493 0.460 0.307 0.105
H -1.14147 0.22434 -0.44039 0.020 0.008 0.015
H 0.27342 -0.47956 5.23507 0.029 0.021 -0.030
H -2.60323 3.92216 0.43310 0.000 -0.007 0.010
H -1.31447 3.44462 3.57854 0.004 -0.008 -0.005
H -2.29897 -0.95536 -2.28765 0.000 -0.003 -0.002
H 1.21645 -3.05383 0.35624 0.002 0.001 -0.008
H -4.42247 -2.84013 -6.16431 0.000 0.001 0.000
C 0.43095 -2.61068 -0.24490 0.008 0.001 0.077
C -0.16380 -3.34427 -1.25792 0.002 0.004 0.018
H 3.32806 0.21573 5.39946 0.031 0.021 0.001
H 2.01030 1.58762 -2.16446 -0.013 0.023 -0.041
H 5.47236 2.04019 1.71891 0.009 0.068 -0.014
C -1.17296 -2.75794 -2.01298 0.012 -0.028 -0.004
C -1.87254 -3.45570 -3.09681 -0.001 -0.005 -0.007
H 1.39518 0.58564 6.10489 0.023 -0.010 -0.032
H 0.48767 2.55972 4.93689 0.020 -0.009 0.013
H 4.66454 0.74907 -0.18122 -0.011 -0.004 -0.026
N -2.66590 -2.85946 -3.94147 -0.007 0.013 0.004
H 4.78927 2.46948 -0.60406 0.013 -0.005 0.033
H 4.06533 3.12795 1.63715 -0.026 -0.024 0.033
O 2.86450 1.74339 -0.31673 0.082 -0.041 0.275
C -3.12025 -3.86045 -4.78115 0.005 -0.010 -0.002
H 3.43795 -0.79370 3.94752 0.003 -0.023 0.015
C -1.52386 -1.44479 -1.71544 -0.002 0.024 0.003
O 3.66887 1.18515 2.25408 -0.223 -0.127 -0.707
K 0.86194 0.93335 1.46494 0.140 0.006 0.077
C 2.48325 2.34507 -1.53384 -0.136 0.017 -0.169
H -0.82493 4.50731 -1.16212 -0.001 0.016 0.013
H -2.93692 1.21116 2.26777 -0.032 -0.005 0.021
H 0.18095 -4.35237 -1.44558 -0.004 -0.001 -0.004
C -0.60124 3.87261 -0.29583 -0.142 0.047 -0.043
H -2.51008 2.41750 4.40411 0.020 -0.002 0.001
H -2.27784 2.59213 -0.69583 0.003 0.011 -0.004
C 4.40929 2.10171 1.45572 0.124 -0.092 0.505
C 1.50603 3.45778 -1.25285 -0.062 0.025 -0.110
C -1.86520 3.17143 0.13669 0.030 -0.024 0.011
```
Forces are in eV/Å.

Record 4
The following is a DFT calculation (ωB97M-V/def2-TZVPD) of 2 unconnected molecules or ions with the total composition C7H11N4 at a distorted geometry.

Results
Highest occupied orbital energy (alpha / beta) (eV): -11.983 / -13.104
Total charge: +1
M (g mol⁻¹): 151.19
Frontier orbital gap (alpha / beta) (Ha): 0.28063 / 0.25179
⟨S²⟩: 2.013
Energy above the lowest of the compared OMol25 structures with the same formula, charge and spin (eV): 3.862
2S+1: 3

XYZ file:
```
22
Properties=species:S:1:pos:R:3:forces:R:3
H -1.49401 -0.80536 -4.40642 -0.256 -0.512 -3.629
C 0.04493 1.13185 1.38131 -1.555 1.257 1.639
N -0.37766 -0.30447 -2.79889 -2.660 0.051 3.310
H -0.25158 1.70559 2.35109 -0.403 -0.943 -2.104
C -2.25768 0.56361 0.69421 -1.125 -1.394 0.314
H 2.89747 -0.26551 1.03689 -0.188 0.171 -0.543
H -0.76458 -0.80805 1.54557 -0.732 1.149 -0.164
H -2.91151 0.35842 1.53743 0.567 -0.193 0.545
H 2.65022 -1.91526 0.42822 -0.472 -1.115 0.156
C -0.17377 -0.45117 -0.28490 1.128 0.182 2.200
N -2.60480 -0.52991 -2.69832 -0.829 -0.233 -2.783
H 0.93865 0.70426 1.65839 2.191 -0.961 0.176
C -2.26393 -0.23520 -1.45670 1.139 1.147 2.499
H 3.14246 -0.70838 -0.74362 0.490 0.703 -1.417
H -2.13342 1.58779 0.61342 0.292 2.241 0.017
C -1.54290 -0.50267 -3.45251 -0.811 -0.203 3.837
N -0.84897 0.02615 0.91055 0.752 -2.115 1.056
N -2.94267 0.12984 -0.44172 0.219 -1.026 -1.987
C 2.67332 -0.89249 0.16843 0.785 0.126 1.871
H 0.50140 -0.34990 -3.12570 3.521 -0.273 -1.656
H 0.12895 1.67101 0.45944 0.402 1.220 0.178
C -0.67790 -0.28855 -1.42561 -2.455 0.721 -3.517
```
Forces are in eV/Å.

> Which value of M does entry 4 give?

151.19 g mol⁻¹

> What is the total charge in the third record?

+1